C20H32AsClFeI2N2O4Si2 | ωB97M-V/def2-TZVPD

Last column: natural (NBO) charge in e.
Geometry (Å):
Fe -0.81386 -0.58770 1.57360  0.9497
O -0.26232 6.22550 0.75048  -0.7155
C 0.61481 5.59042 1.65109  -0.0963
C 0.35211 4.11464 1.63262  0.0521
C 1.15562 3.23648 2.35299  -0.1962
C 0.89665 1.88644 2.30616  0.0544
N -0.11144 1.35906 1.60353  -0.4839
C -0.93075 2.20893 0.95885  0.1938
C -0.70823 3.57596 0.92229  -0.2268
C -2.10854 1.58479 0.31861  0.1743
C -3.23617 2.31122 -0.01966  -0.1838
C -4.33434 1.65392 -0.55893  0.0488
C -5.60685 2.40497 -0.86194  -0.1013
O -5.40467 3.78455 -1.05926  -0.6989
C -4.23362 0.28236 -0.76602  -0.2353
C -3.08347 -0.37902 -0.39054  0.0822
N -2.03515 0.24764 0.15105  -0.4841
H -0.16517 7.17913 0.82718  0.4911
H 0.46999 5.95005 2.67712  0.1989
H 1.66396 5.76459 1.38354  0.1908
H 1.98498 3.59311 2.94912  0.2314
H 1.51474 1.20023 2.86465  0.2242
H -1.35762 4.22495 0.35664  0.2585
H -3.28781 3.37403 0.16111  0.2453
H -6.26527 2.31115 0.00593  0.2170
H -6.12159 1.93709 -1.70635  0.1905
H -5.09041 3.93799 -1.95614  0.4761
H -5.04439 -0.27876 -1.21006  0.2394
H -2.97044 -1.44089 -0.56406  0.2512
I 1.66118 -1.54325 2.21914  0.0660
I -1.93891 0.08323 3.74787  -0.2290
C 4.51453 -0.06789 0.02308  -1.1290
Si 2.97723 0.17620 -1.01711  1.4435
C 3.15012 -0.36980 -2.80582  -1.1287
C 2.33910 1.93936 -0.93329  -1.1297
As 1.21022 -1.30861 -0.27817  -0.1532
Si 1.81366 -3.60918 -0.80354  1.5043
C 1.10243 -3.89909 -2.50472  -1.1458
C 1.19061 -4.72716 0.56636  -1.1342
C 3.69148 -3.67190 -0.80314  -1.1400
H 5.27119 0.65105 -0.30328  0.2569
H 4.93795 -1.06699 -0.07415  0.2550
H 4.31548 0.12479 1.07825  0.2490
H 3.84319 0.29725 -3.32467  0.2593
H 2.19217 -0.30364 -3.32652  0.2499
H 3.52767 -1.38598 -2.91430  0.2465
H 2.87040 2.53633 -1.67833  0.2573
H 2.51651 2.39202 0.04227  0.2442
H 1.27322 2.00901 -1.15527  0.2458
H 0.06397 -3.57700 -2.56596  0.2737
H 1.13060 -4.96897 -2.72389  0.2611
H 1.68913 -3.38938 -3.27054  0.2437
H 0.37549 -4.31722 1.15774  0.2473
H 2.01083 -4.95357 1.24982  0.2498
H 0.83917 -5.66405 0.13093  0.2684
H 4.16017 -3.01256 -1.53312  0.2370
H 3.98756 -4.69447 -1.05599  0.2599
H 4.10205 -3.45426 0.18412  0.2445
Cl -2.51726 -5.78706 0.08488  -0.0285
C -2.65062 -4.38721 1.15545  -0.4861
C -1.87385 -3.17270 0.64439  0.7716
O -1.61054 -3.02150 -0.53104  -0.6680
O -1.61912 -2.33896 1.60562  -0.7933
H -2.32448 -4.66006 2.15516  0.2417
H -3.70331 -4.10960 1.20420  0.2417

Calculated values
Spin multiplicity: 2
M: 840.686 g mol⁻¹
HOMO-LUMO gap (alpha / beta): 6.0158 / 7.6608 eV
Charge: +1
⟨S²⟩: 1.0946
HOMO energy (alpha / beta): -11.196 / -11.220 eV

***

C5H8S | ωB97M-V/def2-TZVPD

Last column: natural (NBO) charge in e.
Geometry (Å):
C 2.13907 -1.05856 0.30050  -0.5762
C 1.12325 -0.27243 -0.54919  -0.4467
C -0.29081 -0.45961 -0.19308  -0.0786
C -1.49562 0.14416 0.16503  -0.0770
C -2.21070 1.47338 0.17450  -0.6691
S -1.56620 -1.67280 0.31019  0.0697
H 2.00181 -2.04983 0.05652  0.2042
H 1.86537 -0.75418 1.26991  0.2114
H 3.06269 -0.75021 -0.10587  0.2060
H 1.36148 -0.55749 -1.54052  0.2172
H 1.45707 0.73183 -0.43717  0.2200
H -2.85082 1.52826 -0.70926  0.2375
H -1.55687 2.38860 0.28010  0.2466
H -3.03971 1.30887 0.97835  0.2351

Calculated values
Relative energy (zero: lowest compared OMol25 entry of this formula, charge and spin): 3.053 eV
M: 100.186 g mol⁻¹
HOMO-LUMO gap: 7.9212 eV
HOMO energy: -7.059 eV
Structure (SMILES): CCC1=C(C)S1

***

CHClF3N | ωB97M-V/def2-TZVPD

Last column: natural (NBO) charge in e.
Geometry (Å):
C 0.20511 0.50268 -0.22490  0.2451
N -0.38154 -0.47572 0.61618  0.2270
F 0.03819 0.44231 -1.58155  -0.3202
F -1.75732 -0.81134 0.27030  -0.2409
F 0.14993 -1.72700 0.52536  -0.1946
Cl -0.07441 1.96316 0.46290  0.1220
H 1.82005 0.10592 -0.06828  0.1616

Calculated values
Relative energy (zero: lowest compared OMol25 entry of this formula, charge and spin): 4.503 eV
M: 119.473 g mol⁻¹
HOMO-LUMO gap: 10.5495 eV
HOMO energy: -11.246 eV

***

C5H14N2 | ωB97M-V/def2-TZVPD

Last column: natural (NBO) charge in e.
Geometry (Å):
C -0.37739 1.53651 -1.37609  -0.6134
C 0.57781 0.46775 -0.84528  -0.0509
N 1.62227 0.26669 -1.85361  -0.8265
C -0.16461 -0.81983 -0.49127  -0.4156
C -1.15794 -0.72794 0.66922  -0.4145
C -0.57531 -0.07172 1.91998  -0.2191
N 0.61816 -0.70430 2.47082  -0.8313
H 0.20338 2.44206 -1.55058  0.2231
H -0.85193 1.16864 -2.28553  0.1991
H -1.16048 1.76160 -0.64435  0.2056
H 1.09032 0.88274 0.01672  0.1780
H 1.21949 -0.03572 -2.73687  0.3456
H 2.23380 -0.49825 -1.58545  0.3509
H -0.68080 -1.15255 -1.40449  0.2013
H 0.55085 -1.60897 -0.26394  0.1946
H -1.54818 -1.70865 0.93894  0.2020
H -1.99521 -0.11223 0.34625  0.2023
H -0.34483 0.96587 1.67577  0.1825
H -1.33190 -0.00623 2.69326  0.1869
H 0.62060 -1.70107 2.29319  0.3481
H 1.45191 -0.34440 2.01331  0.3514

Calculated values
Relative energy (zero: lowest compared OMol25 entry of this formula, charge and spin): 0.309 eV
M: 102.181 g mol⁻¹
HOMO-LUMO gap: 10.3505 eV
HOMO energy: -9.306 eV
Structure (SMILES): C[C@H](N)CCCN

***

C13H17N | ωB97M-V/def2-TZVPD

Last column: natural (NBO) charge in e.
Geometry (Å):
C -2.48539 -1.83190 -0.97442  -0.4131
N -1.05879 -1.55923 -0.86208  -0.6297
C -0.64632 -0.42783 -0.03701  0.0901
C -1.28956 -0.22450 1.36534  -0.4237
C -1.02282 1.23345 1.69637  -0.4044
C -1.25569 1.94246 0.36314  -0.4046
C -0.89151 0.93714 -0.75909  -0.2187
C 0.40794 1.30986 -1.50601  -0.4130
C 1.45405 0.50366 -0.79635  -0.0346
C 2.83226 0.63695 -0.82583  -0.1951
C 3.63014 -0.17812 -0.04351  -0.2152
C 3.00979 -1.15452 0.74359  -0.2105
C 1.63056 -1.27874 0.79528  -0.2442
C 0.86319 -0.44197 0.02195  0.0630
H -2.67621 -2.63880 -1.70513  0.2061
H -3.00655 -0.93221 -1.33793  0.1908
H -2.97838 -2.09868 -0.02063  0.1655
H -0.58295 -2.41740 -0.54690  0.3598
H -2.36293 -0.36447 1.26651  0.2014
H -0.94268 -0.93952 2.14392  0.2102
H -1.63454 1.62426 2.50676  0.2108
H 0.01965 1.33704 2.00511  0.2020
H -0.70958 2.88960 0.29719  0.2077
H -2.32106 2.23537 0.31581  0.2043
H -1.71453 0.85988 -1.49593  0.2159
H 0.34354 1.05515 -2.56254  0.2213
H 0.57423 2.40334 -1.43056  0.2108
H 3.27823 1.41077 -1.46055  0.2093
H 4.72444 -0.08905 -0.04142  0.2164
H 3.61347 -1.78001 1.40214  0.2093
H 1.19799 -2.02198 1.48277  0.2119

Calculated values
Relative energy (zero: lowest compared OMol25 entry of this formula, charge and spin): 0.000 eV
M: 187.286 g mol⁻¹
HOMO-LUMO gap: 9.6667 eV
HOMO energy: -8.664 eV
Structure (SMILES): CN[C@]12CCC[C@H]1Cc1ccccc12

***

C27H35ClFeN2O5S | ωB97M-V/def2-TZVPD

Last column: Mulliken spin population.
Geometry (Å):
Fe -0.87102 -0.19865 0.12086  3.9256
Cl -2.34972 -0.42621 2.07023  0.0650
N 0.07283 -1.89144 0.82736  0.0371
N -1.81779 1.60681 -0.18571  0.0379
C -0.27529 -3.07871 0.50955  -0.0149
C -2.89703 1.73554 -0.85672  -0.0078
C 1.06870 -1.99950 1.95701  0.0045
C 0.71134 -3.39227 2.47359  0.0013
C 0.91991 -0.94444 3.02732  0.0116
C 2.46893 -2.00269 1.35428  -0.0176
H -0.09690 -0.90350 3.40203  -0.0002
H 1.18405 0.03177 2.63498  -0.0020
H 1.59837 -1.17361 3.84913  0.0006
H 2.58617 -2.81959 0.64308  -0.0083
H 3.20630 -2.13096 2.14653  -0.0010
H 2.66233 -1.06792 0.84191  0.0270
C -1.56291 2.91758 0.51926  -0.0014
C -2.97645 3.49761 0.49220  0.0006
C -0.63143 3.75143 -0.35235  -0.0033
C -1.04371 2.77977 1.93140  0.0174
H -1.67143 2.11687 2.51699  0.0001
H -1.02492 3.76374 2.40015  0.0003
H -0.03202 2.38883 1.92881  -0.0049
H -1.06042 3.91020 -1.34114  0.0020
H 0.32583 3.25718 -0.46547  -0.0076
H -0.47325 4.72482 0.11179  -0.0012
O -3.60152 2.86191 -0.65940  0.0068
H -3.00255 4.57159 0.34154  -0.0002
H -3.55554 3.21913 1.37219  0.0006
O 0.14699 -4.06867 1.31247  0.0060
H -0.06076 -3.36503 3.24193  0.0008
H 1.56883 -3.96337 2.81336  -0.0005
C -1.04151 -3.45293 -0.68838  0.0006
C -3.40095 0.79700 -1.87052  -0.0033
C -3.46080 -0.64901 -1.45837  -0.0915
H -2.72894 0.87571 -2.73183  -0.0002
H -4.36758 1.15463 -2.20046  0.0022
C -2.36160 -1.29944 -0.88991  -0.0313
C -2.32676 -2.69720 -0.89317  -0.0847
H -0.46588 -0.40391 -1.37168  -0.1212
C -3.47519 -3.43220 -1.21819  0.0069
C -4.61183 -2.74662 -1.61307  0.0011
C -3.51655 -4.93256 -1.16932  0.0001
C -4.61617 -1.37277 -1.78715  0.0048
H -5.50986 -3.30717 -1.84090  -0.0007
C -5.85190 -0.71768 -2.33361  0.0002
H -6.65786 -1.44245 -2.41647  0.0000
H -5.69321 -0.29965 -3.32871  0.0001
H -6.20795 0.09078 -1.69533  0.0000
H -2.87730 -5.38932 -1.92633  0.0001
H -4.52799 -5.28751 -1.34993  0.0000
H -3.20393 -5.32444 -0.20171  -0.0001
H -1.21019 -4.52151 -0.65761  0.0024
H -0.39316 -3.26071 -1.54922  0.0014
C 7.80734 2.67173 -0.16775  -0.0025
C 6.39555 2.17037 -0.27155  0.0418
C 5.62827 2.48551 -1.40055  -0.0228
C 4.30481 2.05072 -1.49824  0.0537
C 3.71430 1.29907 -0.46132  0.1119
C 4.49740 0.97478 0.66642  0.0709
C 5.82534 1.40418 0.75630  -0.0206
S 1.94433 0.84775 -0.57416  0.1474
O 2.09135 2.20543 0.11841  0.4242
O 1.30608 1.60411 -1.74838  0.0619
O 0.70784 0.78845 0.65847  0.3547
H 8.40623 2.29086 -1.01974  0.0019
H 7.80755 3.78301 -0.19217  0.0032
H 8.28780 2.34508 0.77873  0.0000
H 6.05280 3.08405 -2.19715  -0.0005
H 3.72751 2.32775 -2.36990  0.0072
H 4.08367 0.42223 1.49619  0.0075
H 6.40301 1.15570 1.63914  -0.0007

Calculated values
Relative energy (zero: lowest compared OMol25 entry of this formula, charge and spin): 2.011 eV
Spin multiplicity: 6
M: 590.951 g mol⁻¹
HOMO-LUMO gap (alpha / beta): 5.9253 / 6.2631 eV
Charge: -1
⟨S²⟩: 8.9163
HOMO energy (alpha / beta): -3.368 / -3.717 eV

***

The lowest M belongs to which entry?
C5H8S